No. 1
2 unconnected molecules or ions with the total composition C3H11NOS2 at a distorted geometry. Source: OMol25; level of theory: ωB97M-V/def2-TZVPD.

Calculated values
SMILES string: CNCCSS.O
Orbital gap, eV: 9.06
Energy relative to the best compared isomer or geometry (same formula, charge and spin), kcal/mol: 38.2

Structure (XYZ):
```
18
Properties=species:S:1:pos:R:3:nbo_charge:R:1
S 0.1205 -3.8037 -0.8813 -0.154
S -1.4077 -2.3678 -0.6579 0.075
C -0.7522 -0.6590 -0.4828 -0.541
C 0.1314 -0.4578 0.7433 -0.237
N 0.7437 0.8028 0.9742 -0.647
C 1.8676 1.0865 0.0918 -0.426
H 0.4110 -3.7114 0.5450 0.152
H -0.2648 -0.1382 -1.4319 0.233
H -1.7411 -0.1595 -0.2839 0.201
H 1.0375 -1.1305 0.5837 0.185
H -0.4804 -0.9661 1.5724 0.195
H 0.1078 1.5488 1.2212 0.362
H 2.4408 0.1221 -0.1683 0.207
H 2.5380 1.5334 0.7731 0.201
H 1.6435 1.7761 -0.7187 0.190
H -1.6933 2.7123 -0.3404 0.459
H -2.6228 1.5932 -0.5096 0.461
O -2.0794 2.2189 -1.0299 -0.916
```

=====

No. 2
A molecular structure, C22H32CrF9N5OS3 at a distorted geometry. Source: OMol25; level of theory: ωB97M-V/def2-TZVPD.

Calculated values
<S²>: 1.005
Net charge: +1
Orbital gap (spin up / spin down), eV: 6.46 / 7.15
Spin multiplicity: 2
Energy relative to the best compared isomer or geometry (same formula, charge and spin), kcal/mol: 3.5

Structure (XYZ):
```
73
Properties=species:S:1:pos:R:3:mulliken_spin:R:1
Cr -0.9606 -0.2905 0.9493 1.089
C -1.3197 -3.2426 0.3175 0.014
N -1.7737 -2.2663 1.3127 -0.041
C -3.2403 -2.3204 1.3307 0.008
C -1.3188 -2.6388 2.6570 0.010
C 0.1690 -2.3923 2.8267 0.005
N 0.5639 -0.9921 2.5674 -0.024
C 2.0048 -1.0585 2.2790 0.009
C 0.4331 -0.1978 3.8003 0.009
H -1.6873 -4.2468 0.5588 0.001
H -0.2317 -3.2702 0.2639 0.000
H -1.7081 -2.9518 -0.6589 -0.003
H -3.5781 -3.3104 1.6556 -0.001
H -3.6297 -2.1365 0.3337 0.001
H -3.6503 -1.5662 2.0016 -0.001
H -1.5151 -3.7056 2.8407 0.000
H -1.8846 -2.0509 3.3871 -0.004
H 0.7166 -3.0295 2.1267 0.000
H 0.4746 -2.6844 3.8400 0.002
H 2.5040 -1.6924 3.0201 0.000
H 2.4509 -0.0719 2.3436 -0.001
H 2.1670 -1.4785 1.2878 -0.001
H 1.1335 -0.5609 4.5613 0.003
H -0.5763 -0.2457 4.2044 -0.001
H 0.6607 0.8478 3.5854 -0.001
S -2.3770 0.7010 2.6662 -0.073
C -1.5374 2.0259 2.0324 0.010
N -0.6726 1.7631 1.0660 -0.022
C -0.1329 2.9198 0.5527 0.002
C 0.7091 3.0574 -0.5483 -0.003
C 1.1745 4.3111 -0.8876 0.000
C 0.8320 5.4384 -0.1480 0.001
C -0.0382 5.3354 0.9205 0.001
C -0.5266 4.0820 1.2458 -0.002
S -1.6861 3.6865 2.4903 0.005
H 0.9486 2.2009 -1.1508 0.002
H 1.8088 4.4282 -1.7532 0.000
H 1.2297 6.4010 -0.4300 0.000
H -0.3372 6.2012 1.4892 0.000
F -4.6727 2.2189 -1.6766 0.001
C -3.8359 1.6515 -0.8193 0.006
F -2.9536 2.5873 -0.4388 -0.001
F -4.5225 1.3279 0.2745 0.000
C -3.0964 0.4045 -1.3802 -0.002
O -2.4155 -0.2072 -0.4130 0.002
C -4.1457 -0.5894 -1.9742 -0.008
F -4.6672 -0.1945 -3.1294 0.000
F -3.5621 -1.7784 -2.1737 0.000
F -5.1473 -0.8068 -1.1230 0.000
C -2.1489 0.8375 -2.5299 0.003
F -1.1190 1.5247 -2.0213 0.000
F -1.6107 -0.2304 -3.1282 0.000
F -2.7110 1.5905 -3.4672 0.000
C 3.0223 1.0877 0.0084 0.005
N 3.0436 0.3658 -1.2393 -0.003
C 3.9890 0.8716 -2.2154 0.000
C 2.2468 -0.6887 -1.4913 -0.002
S 0.6846 -0.9560 -0.8343 0.003
N 2.6764 -1.6041 -2.3787 0.001
C 4.0505 -2.0646 -2.3935 -0.001
C 1.7583 -2.4872 -3.0595 0.001
H 3.8510 0.7611 0.6455 0.000
H 2.0690 0.9204 0.5056 0.002
H 3.1425 2.1552 -0.1674 0.000
H 3.8482 1.9499 -2.3139 0.000
H 3.8134 0.4186 -3.1862 0.000
H 5.0225 0.6971 -1.9095 0.000
H 4.6275 -1.6215 -1.5866 0.000
H 4.5314 -1.8579 -3.3496 0.000
H 4.0459 -3.1454 -2.2441 0.000
H 0.8326 -1.9610 -3.2806 0.000
H 1.5218 -3.3699 -2.4599 0.000
H 2.2328 -2.8059 -3.9868 0.000
```

=====

No. 3
3 unconnected molecules or ions with the total composition C3H2O3S at a distorted geometry. Source: OMol25; level of theory: ωB97M-V/def2-TZVPD.

Calculated values
Orbital gap, eV: 10.15
Energy relative to the best compared isomer or geometry (same formula, charge and spin), kcal/mol: 72.7

Structure (XYZ):
```
9
Properties=species:S:1:pos:R:3:nbo_charge:R:1
C -0.9485 0.6339 -2.1388 -0.180
C -0.6255 0.3695 2.4554 1.024
C 1.2956 -0.4391 -0.7567 0.294
O -1.5954 -0.2166 2.6682 -0.510
O 0.2801 -1.0667 -0.7846 -0.507
O 0.2947 0.9306 2.0852 -0.514
S -2.3697 0.0528 -2.2609 0.153
H 2.3574 -0.9603 -0.5445 0.105
H 1.3113 0.6958 -0.7233 0.136
```